1.
The following is a DFT calculation (the ωB97M-V functional and the def2-TZVPD basis) of a molecular structure, C20H29ClEuI2N7O4 at a distorted geometry.

* HOMO level (spin up / spin down): -9.11 / -10.46 eV
* E: -3229.15260 Ha
* spin multiplicity: 8
* total charge: +1
* ΔE to the lowest compared entry with this formula, charge and spin: 0.000 eV

```
64
Properties=species:S:1:pos:R:3:forces:R:3
Eu 9.8476 10.4555 9.4861 -0.97 -0.37 0.41
C 9.5835 9.9974 5.9653 -1.10 -0.04 -0.90
C 11.0547 10.4926 6.0740 -1.26 0.13 -0.68
N 11.6149 10.3911 7.4235 -0.11 1.88 0.39
C 12.6141 9.3839 7.6003 0.00 -1.96 -0.40
C 12.1382 7.9324 7.4182 0.47 -0.74 1.39
N 10.8649 7.6855 8.0741 0.03 1.00 0.70
C 9.6354 7.3908 7.3926 -1.74 -0.05 -0.56
C 8.4297 8.4010 7.5691 1.27 0.11 -1.29
N 8.8614 9.8199 7.2403 -2.42 0.60 1.14
H 9.0135 10.7694 5.3796 0.58 -0.76 0.48
H 9.4968 9.0570 5.3707 0.20 0.68 0.38
H 11.6123 9.8797 5.3415 0.19 0.58 0.33
H 10.9678 11.5542 5.7339 0.81 -0.83 0.49
H 12.1327 11.2731 7.5965 -0.68 -0.40 -0.19
H 13.3495 9.3908 6.8196 1.20 0.90 -0.13
H 13.0084 9.5153 8.6051 0.46 -0.08 -0.04
H 12.1421 7.5994 6.3777 -0.21 0.22 -0.04
H 12.9358 7.2956 7.9467 -1.01 0.74 -0.90
H 11.0318 7.2568 8.9666 -0.63 -0.51 0.03
H 9.7784 7.2754 6.2937 0.30 0.05 0.80
H 9.1548 6.4598 7.7130 0.54 -0.24 0.07
H 7.6969 8.1560 6.7932 -0.11 -0.47 0.28
H 7.9473 8.3460 8.5642 0.44 0.17 -0.50
H 7.9054 10.3241 7.1592 2.25 -0.72 0.20
C 10.3173 5.2429 12.2628 0.24 -0.48 0.00
C 11.1014 6.1897 11.6230 -1.85 1.51 0.43
C 10.4664 7.3914 11.2810 -0.18 0.34 -0.92
C 9.0528 7.5173 11.3862 0.37 -0.76 0.83
C 8.2782 6.5701 12.0882 1.07 -0.96 -0.71
C 8.9552 5.3989 12.4688 -0.94 0.68 0.57
N 8.4458 8.6114 10.8215 -0.65 3.15 -0.07
N 7.2461 8.8865 11.3474 0.70 -0.25 -0.29
C 6.6543 10.0882 11.0873 0.19 -0.27 -1.53
C 5.2589 10.1884 11.4244 2.36 -1.01 0.50
C 4.6710 11.3838 11.3723 -0.54 2.95 -0.56
C 5.4153 12.4868 10.8006 -0.22 -0.99 0.29
C 6.6891 12.2638 10.3403 -0.27 0.25 0.00
N 7.3228 11.0957 10.4439 0.82 -1.69 0.59
H 10.7835 4.3666 12.6660 0.18 -0.45 -0.06
H 12.1402 6.0911 11.4834 1.07 -0.28 0.01
H 11.0516 8.2783 10.8835 -0.65 -1.30 0.49
H 7.2000 6.7365 12.1784 0.63 -0.24 0.12
H 8.4123 4.6201 13.0164 0.23 0.29 -0.30
H 4.8893 9.2836 11.8540 -0.67 -0.21 0.20
H 3.6628 11.6037 11.7595 0.53 -0.43 -0.35
H 5.0222 13.4804 10.6995 -0.33 0.11 0.13
H 7.2932 13.0225 9.8797 -0.15 0.51 -0.17
O 9.8171 14.7955 8.9143 0.99 -1.73 -0.66
Cl 10.4094 13.4954 8.7182 -0.43 -0.08 0.12
O 11.3633 13.3719 7.6212 -0.98 0.73 1.32
O 9.2847 12.4793 8.3856 1.36 1.02 0.75
O 11.0370 13.0220 9.9929 -1.00 -0.28 -1.71
I 16.2193 9.3281 10.3894 0.69 0.71 -0.54
C 17.3871 11.0742 9.6043 0.11 -1.09 1.49
I 16.1837 12.6853 9.2037 -0.69 0.99 -0.27
H 17.8242 10.7794 8.6586 0.34 -0.26 0.36
H 18.0679 11.3364 10.4537 -0.44 -0.43 -1.19
C 13.9555 11.5709 12.2844 1.09 -0.56 1.00
C 12.7924 10.8949 11.8034 -2.04 -0.50 -1.15
N 11.8052 10.5253 11.3208 1.04 0.16 0.22
H 13.5864 12.3564 12.9566 0.32 0.13 -0.33
H 14.4869 11.9422 11.3784 -0.15 -0.04 0.90
H 14.5993 10.8711 12.9082 -0.66 0.86 -0.98
```
Positions in Å, forces in eV/Å.

2.
The following is a DFT calculation (the ωB97M-V functional and the def2-TZVPD basis) of a single C2H3Br2NO molecule at a distorted geometry.

* HOMO level (spin up / spin down): -10.18 / -10.18 eV
* E: -5355.88878 Ha
* ΔE to the lowest compared entry with this formula, charge and spin: 2.076 eV

```
9
Properties=species:S:1:pos:R:3:forces:R:3
C 0.2479 -0.1717 -0.0335 1.49 -0.53 -2.20
C 1.3912 0.8116 -0.3008 -3.55 0.66 -3.00
N -0.7688 0.3000 0.7092 -1.84 0.91 1.54
O 0.2195 -1.2135 -0.6402 -0.08 -1.16 -0.11
Br -3.9613 -2.1106 0.0486 1.38 0.85 0.68
Br -1.9061 -0.8837 1.3807 -0.42 -0.38 -0.93
H 1.2420 1.6155 0.3050 -0.13 2.46 1.87
H 1.2495 1.2706 -1.3883 0.58 -1.49 2.12
H 2.2861 0.3817 -0.0808 2.58 -1.32 0.03
```
Positions in Å, forces in eV/Å.

3.
The following is a DFT calculation (the ωB97M-V functional and the def2-TZVPD basis) of a gas-phase ion, C3H3N2O3 (charge -1) at a distorted geometry.

* HOMO level: -3.18 eV
* E: -451.32950 Ha
* SMILES: Cc1oc([O-])n[n+]1[O-]
* total charge: -1
* ΔE to the lowest compared entry with this formula, charge and spin: 2.863 eV

```
11
Properties=species:S:1:pos:R:3:forces:R:3
C -1.4099 0.0036 -0.0603 -0.07 -0.64 0.88
C -3.5632 0.3926 -0.0017 0.52 1.49 -0.55
C 0.0817 -0.0161 -0.0449 1.04 -0.52 -2.08
N -3.4202 -0.8883 0.1507 -0.84 -0.95 0.30
N -2.1105 -1.1122 0.1239 2.97 0.04 -0.54
O -1.6021 -2.3226 0.1919 -0.31 1.04 0.10
O -4.5279 1.0813 -0.1319 -1.76 1.28 0.05
O -2.2434 1.0840 -0.1217 0.05 -2.02 0.20
H 0.3936 -0.4436 -1.1417 -0.27 1.11 2.46
H 0.3768 -0.8441 0.6574 -0.08 0.96 -0.56
H 0.6333 0.9892 0.1449 -1.26 -1.79 -0.26
```
Positions in Å, forces in eV/Å.

4.
The following is a DFT calculation (the ωB97M-V functional and the def2-TZVPD basis) of a molecular structure, C10H19AlBr3FO9 at a distorted geometry.

* HOMO level: -16.44 eV
* E: -9133.09606 Ha
* total charge: +2
* ΔE to the lowest compared entry with this formula, charge and spin: 0.000 eV

```
43
Properties=species:S:1:pos:R:3:forces:R:3
Al 3.0606 11.6591 -3.2593 0.52 0.03 -0.23
F 5.1019 13.5380 -2.6272 -1.06 -1.75 -1.04
C 5.8467 15.1241 -1.4988 3.82 10.09 5.49
Br 6.3891 14.6966 0.2864 -0.10 0.09 -1.02
Br 7.3240 15.8880 -2.4635 -1.03 -1.15 -0.03
Br 4.3935 16.3851 -1.3498 0.20 -1.33 -0.85
H 5.4627 14.1843 -1.9936 -1.66 -4.26 -1.84
C 3.7092 11.3780 -8.2369 -1.13 -0.38 0.23
O 4.7055 12.3504 -7.9063 0.38 -0.08 -0.29
C 4.7573 12.8626 -6.7065 -1.42 -0.90 -0.14
O 4.0345 12.6177 -5.7546 -1.31 -1.42 0.00
O 5.6759 13.7653 -6.5923 1.60 0.69 -0.09
C 5.6015 14.2892 -5.2804 -0.13 0.69 0.62
H 4.0371 10.3495 -8.0849 0.42 0.22 0.04
H 3.4178 11.5006 -9.2751 0.41 0.22 -0.08
H 2.7991 11.5066 -7.6469 0.22 0.23 0.12
H 6.4576 14.9033 -5.0310 0.30 0.10 -0.61
H 5.5108 13.4865 -4.5514 0.36 0.18 -0.40
H 4.6818 14.8748 -5.2489 0.12 0.24 0.39
C 6.1282 9.2274 -6.0168 -0.74 -0.59 0.58
O 7.2296 9.8720 -5.3766 -0.03 0.52 -0.12
C 7.0158 10.7069 -4.3706 0.19 -1.03 -0.19
O 5.9742 10.8497 -3.7618 -0.42 0.61 0.07
O 8.1801 11.2639 -4.0829 0.34 0.56 0.27
C 8.2209 12.3738 -3.1729 -0.39 -0.53 0.03
H 5.9322 9.6402 -7.0018 0.36 0.16 -0.02
H 5.2229 9.2968 -5.4121 0.08 0.22 0.03
H 6.3540 8.1669 -6.0819 0.26 0.06 -0.20
H 9.1885 12.3842 -2.6824 0.18 -0.08 -0.30
H 7.4637 12.2541 -2.3954 -0.14 0.04 -0.11
H 8.0576 13.2812 -3.7518 0.05 0.08 0.09
C 1.2639 12.3202 1.8611 -0.43 0.63 -1.01
O 2.6867 12.1259 1.8999 0.13 -0.07 0.66
C 3.3837 12.0063 0.8075 -1.30 0.54 -0.12
O 2.9195 12.0591 -0.3163 0.52 -0.12 -0.89
O 4.6544 11.9034 1.1295 1.07 0.01 0.12
C 5.6128 11.9119 0.0789 0.03 -0.37 0.22
H 0.8624 12.2469 0.8484 0.24 -0.70 0.05
H 1.0263 13.3609 2.0870 0.30 -0.14 0.72
H 0.8211 11.6081 2.5425 -0.08 0.07 0.09
H 5.6218 10.9622 -0.4498 -0.14 0.06 -0.32
H 6.5912 12.0620 0.5300 -0.09 -0.40 0.31
H 5.4653 12.7818 -0.5642 -0.50 -1.04 -0.22
```
Positions in Å, forces in eV/Å.

Question: The highest E belongs to which entry?
Answer: C3H3N2O3

Question: Which of these has the lowest E?
Answer: C10H19AlBr3FO9